(1)
{"formula": "C4H12InO3", "method": "wB97M-V/def2-TZVPD", "elements": ["O", "C", "C", "O", "C", "O", "C", "In", "H", "H", "H", "H", "H", "H", "H", "H", "H", "H", "H", "H"], "positions_angstrom": [[3.636, -1.188, 0.736], [3.088, -0.096, -0.001], [1.588, -0.080, 0.194], [1.102, 1.051, -0.501], [-0.285, 1.022, -0.683], [-0.928, 1.137, 0.538], [-2.364, 1.012, 0.367], [-3.094, -1.106, 0.160], [4.398, -1.534, 0.259], [3.309, -0.191, -1.069], [3.515, 0.849, 0.353], [1.339, -0.023, 1.258], [1.141, -1.001, -0.201], [-0.582, 0.077, -1.173], [-0.526, 1.868, -1.346], [-2.798, 1.464, 1.261], [-2.666, 1.631, -0.493], [-4.490, -1.122, -0.952], [-1.757, -2.098, -0.465], [-3.627, -1.674, 1.760]], "lowdin_charge": [-0.07, -0.24, -0.20, -0.11, -0.34, -0.23, -0.35, 0.20, 0.08, 0.12, 0.12, 0.13, 0.13, 0.10, 0.13, 0.02, 0.02, -0.17, -0.15, -0.17], "energy_ev": -15656.454, "gap_ev": 6.94, "relative_energy_kcal_mol": 0.00, "charge": -1, "mol_weight_g_mol": 222.955, "homo_ev": -4.04}

(2)
{"formula": "C4H12KO7", "method": "wB97M-V/def2-TZVPD", "elements": ["K", "C", "C", "O", "O", "H", "H", "H", "C", "C", "O", "O", "H", "H", "H", "O", "H", "H", "O", "H", "H", "O", "H", "H"], "positions_angstrom": [[0.264, -1.666, 0.288], [0.935, 2.882, 1.506], [1.500, 1.579, 0.990], [1.884, 1.519, -0.200], [1.341, 0.572, 1.680], [1.613, 3.722, 1.355], [0.872, 2.876, 2.594], [-0.090, 3.145, 1.246], [-2.048, 1.825, -0.728], [-2.856, 0.518, -0.706], [-3.969, 0.520, -1.239], [-2.311, -0.557, -0.408], [-0.988, 1.633, -0.899], [-2.157, 2.520, 0.104], [-2.365, 2.556, -1.472], [-0.813, -4.280, -0.105], [-0.456, -4.618, 0.716], [-0.847, -5.042, -0.683], [0.672, -0.310, -2.061], [1.171, 0.307, -1.525], [0.609, 0.113, -2.918], [2.652, -2.894, 0.727], [3.200, -3.563, 0.317], [2.187, -3.358, 1.423]], "nbo_charge": [0.96, -0.73, 0.77, -0.82, -0.80, 0.21, 0.21, 0.20, -0.76, 0.74, -0.18, -0.58, 0.28, 0.26, 0.24, -0.95, 0.47, 0.49, -1.01, 0.52, 0.48, -0.93, 0.48, 0.46], "energy_ev": -34999.586, "gap_ev": [7.05, 4.19], "spin_multiplicity": 2, "charge": 0, "mol_weight_g_mol": 211.231, "homo_ev": [-7.70, -7.69]}

(3)
{"formula": "C4H12N2", "method": "wB97M-V/def2-TZVPD", "elements": ["C", "C", "C", "H", "H", "H", "H", "H", "H", "N", "C", "N", "H", "H", "H", "H", "H", "H"], "positions_angstrom": [[-1.685, -0.612, 1.135], [-0.344, -0.038, 1.335], [0.507, -0.420, 2.345], [-1.688, -1.456, 0.395], [-1.846, -1.204, 2.037], [-2.443, 0.138, 1.156], [-0.279, 1.039, 1.068], [1.041, 0.343, 2.879], [0.709, -1.515, 2.614], [-0.712, 0.612, -1.738], [0.732, 0.607, -1.851], [1.559, -0.203, -1.081], [-1.076, -0.316, -2.117], [-0.951, 0.585, -0.735], [0.800, 0.544, -2.989], [0.948, 1.610, -1.417], [1.180, -0.197, -0.127], [2.418, 0.348, -0.814]], "nbo_charge": [-0.71, -0.49, -0.74, 0.17, 0.18, 0.19, 0.14, 0.15, 0.15, -0.85, -0.04, -0.90, 0.33, 0.38, 0.14, 0.13, 0.41, 0.34], "energy_ev": -7319.046, "gap_ev": [3.69, 7.22], "spin_multiplicity": 2, "relative_energy_kcal_mol": 52.47, "charge": -1, "mol_weight_g_mol": 88.154, "homo_ev": [0.59, -2.96]}